No. 1
ORCA calculation (ωB97M-V with the def2-TZVPD basis set) on C42H44BN8O3S8W as an isolated structure at a distorted geometry.

Each line ends with the Mulliken charge.
CARTESIAN COORDINATES (ANGSTROEM)
W (0.23, 0.25, -1.46)  1.519
C (2.36, 0.65, 1.62)  0.363
C (2.69, -0.37, 0.59)  0.271
C (3.85, -1.13, 0.48)  -1.805
C (3.70, -1.89, -0.68)  0.900
C (4.69, -2.83, -1.27)  -1.258
N (2.51, -1.60, -1.20)  0.659
N (1.87, -0.67, -0.43)  0.733
B (1.75, -1.97, -2.50)  -0.721
N (0.43, -2.62, -2.08)  0.068
N (-0.62, -1.83, -1.70)  0.340
C (-1.72, -2.59, -1.83)  0.231
C (-3.12, -2.09, -1.73)  -0.878
C (-1.36, -3.88, -2.21)  -1.630
C (0.01, -3.86, -2.38)  0.879
C (0.92, -4.95, -2.80)  -1.556
N (1.39, -0.56, -3.08)  0.718
N (0.08, -0.07, -3.38)  -0.590
C (0.28, 1.21, -4.08)  1.266
C (-0.79, 1.49, -5.13)  -1.688
C (1.66, 1.06, -4.66)  -1.807
C (2.29, 0.08, -4.01)  0.907
C (3.70, -0.36, -4.14)  -1.605
H (3.28, 1.07, 2.02)  0.561
H (1.80, 0.20, 2.45)  -0.247
H (1.78, 1.45, 1.17)  -0.779
H (4.69, -1.11, 1.14)  0.594
H (5.57, -2.87, -0.64)  0.407
H (4.99, -2.51, -2.27)  0.231
H (4.28, -3.84, -1.35)  0.241
H (2.39, -2.68, -3.20)  -0.124
H (-3.15, -1.05, -1.42)  -0.352
H (-3.70, -2.70, -1.04)  0.391
H (-3.58, -2.17, -2.72)  0.468
H (-2.02, -4.71, -2.37)  0.598
H (0.39, -5.90, -2.80)  0.441
H (1.78, -5.01, -2.13)  0.278
H (1.29, -4.77, -3.81)  0.276
H (-1.78, 1.50, -4.67)  0.223
H (-0.75, 0.70, -5.87)  0.498
H (-0.60, 2.45, -5.61)  0.415
H (2.08, 1.75, -5.37)  0.464
H (4.22, 0.30, -4.83)  0.477
H (3.77, -1.38, -4.51)  0.276
H (4.20, -0.30, -3.17)  0.200
C (-4.08, 1.23, -1.61)  -1.730
C (-2.67, 1.48, -1.21)  0.057
N (-1.74, 1.38, -2.13)  -0.247
N (-0.56, 2.03, -1.82)  -0.122
C (0.36, 2.31, -2.91)  1.169
S (1.92, 1.99, -1.90)  -0.243
S (0.23, 4.01, -3.56)  -0.180
C (-0.04, 5.03, -2.06)  -0.654
C (1.18, 5.19, -1.21)  0.317
C (2.29, 5.88, -1.69)  -0.370
C (3.42, 6.01, -0.91)  -0.731
C (3.47, 5.45, 0.36)  -0.599
C (2.38, 4.74, 0.83)  -0.497
C (1.24, 4.60, 0.05)  0.270
C (-2.37, 2.00, 0.12)  0.885
C (-3.23, 2.90, 0.77)  -0.790
C (-2.93, 3.40, 2.01)  -1.224
C (-1.77, 3.00, 2.66)  -0.914
C (-0.93, 2.08, 2.07)  -0.568
C (-1.21, 1.57, 0.81)  0.702
O (-0.42, 0.62, 0.28)  0.005
H (-4.12, 0.71, -2.56)  0.403
H (-4.55, 2.21, -1.76)  0.589
H (-4.64, 0.70, -0.85)  0.292
H (-0.87, 4.58, -1.51)  0.003
H (-0.36, 5.98, -2.48)  0.645
H (2.25, 6.31, -2.68)  0.416
H (4.28, 6.56, -1.29)  0.414
H (4.36, 5.55, 0.96)  0.410
H (2.42, 4.28, 1.82)  0.461
H (0.39, 4.03, 0.41)  0.163
H (-4.12, 3.23, 0.26)  0.480
H (-3.60, 4.11, 2.48)  0.456
H (-1.52, 3.41, 3.63)  0.556
H (-0.04, 1.73, 2.58)  0.523
O (0.39, 0.20, 8.03)  -0.474
C (1.19, -0.51, 7.22)  0.516
O (2.32, -0.76, 7.53)  -0.534
C (0.61, -0.96, 5.91)  1.058
C (1.29, -1.98, 5.24)  -0.713
C (0.90, -2.36, 3.96)  -1.223
C (-0.18, -1.73, 3.35)  1.203
S (-0.48, -2.18, 1.65)  -0.054
C (-0.91, -0.77, 4.04)  -1.113
C (-0.50, -0.38, 5.31)  -0.855
H (-0.50, 0.29, 7.68)  0.303
H (2.12, -2.46, 5.73)  0.456
H (1.44, -3.13, 3.43)  0.557
H (-1.77, -0.30, 3.59)  0.454
H (-1.05, 0.42, 5.80)  0.189
C (-2.67, -5.35, 3.92)  -0.991
S (-2.48, -4.76, 2.21)  0.114
C (-3.72, -3.52, 2.14)  0.583
C (-3.58, -2.26, 1.68)  -0.883
S (-2.20, -1.26, 1.15)  0.396
S (-5.04, -1.29, 1.58)  0.164
C (-6.15, -2.49, 2.21)  -0.006
S (-7.74, -2.22, 2.40)  -0.172
S (-5.36, -3.99, 2.60)  -0.164
H (-2.01, -6.20, 4.00)  0.372
H (-3.70, -5.65, 4.10)  0.380
H (-2.37, -4.57, 4.61)  0.240

Output
M: 1160.1 g/mol
Lowest unoccupied orbital energy: -4.204 eV
Charge: +1
HOMO-LUMO gap: 6.0 eV
HOMO: -0.374 Ha

No. 2
ORCA calculation (ωB97M-V with the def2-TZVPD basis set) on a 7-piece molecular cluster, C42H45F6O4PS2 overall.

Each line ends with the Mulliken charge.
CARTESIAN COORDINATES (ANGSTROEM)
C (0.99, -0.99, -0.21)  -1.806
C (0.28, 0.17, -0.90)  1.211
C (0.99, 1.50, -0.57)  -1.388
C (-1.22, 0.24, -0.56)  0.920
C (-1.49, 0.19, 0.95)  -1.825
C (-1.93, -0.88, -1.32)  -0.839
O (-3.14, -1.31, -0.66)  -0.184
O (-4.22, -1.14, -1.62)  -0.262
S (-5.66, -1.09, -0.88)  0.650
O (-5.71, -1.99, 0.23)  -0.442
O (-5.53, 0.41, -0.13)  -0.277
P (-4.90, 1.77, -0.74)  0.557
S (-6.02, 2.93, -1.78)  -0.352
H (2.04, -1.02, -0.52)  0.510
H (0.97, -0.89, 0.87)  0.240
H (0.56, -1.96, -0.48)  0.439
H (0.37, 0.01, -1.98)  -0.245
H (0.29, 2.32, -0.41)  0.367
H (1.60, 1.41, 0.33)  0.127
H (1.67, 1.80, -1.37)  0.401
H (-1.59, 1.20, -0.94)  0.331
H (-0.73, 0.75, 1.50)  0.421
H (-2.46, 0.61, 1.20)  0.292
H (-1.48, -0.83, 1.33)  0.387
H (-2.19, -0.57, -2.33)  0.440
H (-1.30, -1.77, -1.39)  0.414
H (-4.40, 2.30, 0.45)  0.029
H (-3.76, 1.32, -1.40)  -0.035
F (-2.25, 4.37, -2.83)  -0.256
C (-2.75, 5.05, -3.88)  0.509
C (-1.98, 6.05, -4.44)  -0.557
C (-2.50, 6.75, -5.53)  -0.258
C (-3.75, 6.43, -6.03)  -0.601
C (-4.50, 5.42, -5.45)  -0.370
C (-4.00, 4.71, -4.36)  -0.311
H (-1.01, 6.28, -4.03)  0.429
H (-1.91, 7.54, -5.98)  0.355
H (-4.15, 6.98, -6.88)  0.371
H (-5.48, 5.17, -5.83)  0.368
H (-4.55, 3.92, -3.87)  0.277
F (3.51, -2.03, 1.66)  -0.361
C (3.61, -1.43, 2.87)  0.013
C (3.29, -0.09, 2.98)  -0.314
C (3.38, 0.51, 4.22)  -0.405
C (3.78, -0.22, 5.33)  -0.579
C (4.09, -1.57, 5.19)  -0.562
C (4.01, -2.19, 3.95)  -0.029
H (2.98, 0.46, 2.10)  0.436
H (3.13, 1.56, 4.33)  0.373
H (3.85, 0.25, 6.30)  0.393
H (4.41, -2.15, 6.05)  0.420
H (4.25, -3.23, 3.82)  0.610
F (4.04, -5.48, 4.51)  -0.196
C (2.78, -5.95, 4.27)  0.552
C (2.40, -7.14, 4.85)  -0.636
C (1.12, -7.61, 4.60)  -0.331
C (0.26, -6.89, 3.79)  -0.640
C (0.68, -5.70, 3.22)  -0.474
C (1.96, -5.21, 3.45)  -0.303
H (3.10, -7.68, 5.48)  0.428
H (0.80, -8.54, 5.05)  0.361
H (-0.74, -7.26, 3.60)  0.376
H (0.01, -5.14, 2.58)  0.422
H (2.30, -4.28, 3.01)  0.428
F (10.60, -3.98, 1.86)  -0.322
C (9.44, -4.44, 2.39)  0.423
C (9.11, -5.77, 2.19)  -0.538
C (7.92, -6.23, 2.74)  -0.307
C (7.09, -5.38, 3.46)  -0.486
C (7.45, -4.05, 3.63)  -0.150
C (8.64, -3.57, 3.09)  -0.646
H (9.77, -6.41, 1.63)  0.418
H (7.64, -7.27, 2.60)  0.372
H (6.16, -5.75, 3.88)  0.478
H (6.81, -3.38, 4.18)  0.335
H (8.94, -2.54, 3.22)  0.426
F (1.27, -1.29, -3.76)  -0.299
C (1.05, -0.95, -5.06)  0.507
C (1.92, -0.08, -5.67)  -0.527
C (1.68, 0.26, -6.99)  -0.302
C (0.58, -0.26, -7.67)  -0.593
C (-0.27, -1.14, -7.02)  -0.332
C (-0.05, -1.49, -5.70)  -0.427
H (2.76, 0.32, -5.12)  0.428
H (2.35, 0.95, -7.50)  0.359
H (0.40, 0.01, -8.70)  0.378
H (-1.13, -1.55, -7.54)  0.362
H (-0.70, -2.18, -5.17)  0.438
F (-5.02, 8.12, 0.58)  -0.314
C (-6.08, 7.39, 0.97)  0.430
C (-6.12, 6.05, 0.64)  -0.417
C (-7.22, 5.30, 1.05)  -0.045
C (-8.25, 5.90, 1.77)  -0.734
C (-8.18, 7.25, 2.08)  -0.210
C (-7.09, 8.01, 1.68)  -0.582
H (-5.31, 5.61, 0.08)  0.446
H (-7.26, 4.25, 0.80)  0.270
H (-9.10, 5.31, 2.08)  0.377
H (-8.98, 7.72, 2.63)  0.352
H (-7.01, 9.07, 1.91)  0.414

Output
M: 822.9 g/mol
Lowest unoccupied orbital energy: 0.390 eV
HOMO-LUMO gap: 9.5 eV
HOMO: -0.336 Ha

| no. | calculated total energy (eV) |
| --- | --- |
| 1 | -151511.9602 |
| 2 | -99735.0521 |